Entry 1:
{"formula": "C8H5ClF3N3", "method": "ωB97M-V with the def2-TZVPD basis set", "elements": ["C", "C", "C", "C", "C", "C", "C", "C", "N", "N", "N", "F", "F", "F", "Cl", "H", "H", "H", "H", "H"], "positions_angstrom": [[-0.279, 0.569, -1.404], [0.887, -1.043, -2.737], [0.405, 0.087, -0.276], [-0.066, -0.033, -2.638], [1.203, -0.967, -0.551], [1.758, -2.348, 1.315], [0.097, 0.619, 1.167], [3.004, -1.986, 1.944], [1.482, -1.512, -1.679], [1.041, -3.605, 1.350], [0.562, -2.733, 2.078], [3.666, -2.760, 2.838], [3.914, -1.764, 0.983], [2.814, -0.775, 2.544], [-1.158, 0.486, -3.950], [-1.031, 1.304, -1.114], [1.163, -1.492, -3.726], [0.942, 1.136, 1.620], [-0.742, 1.193, 1.116], [-0.105, -0.328, 1.721]], "forces_ev_per_a": [[0.1, -0.4, 1.1], [-0.5, 0.1, -2.9], [-0.8, 1.3, 1.4], [-1.1, 1.0, 0.1], [1.5, -3.0, 2.4], [-3.3, 1.0, -2.6], [2.5, -3.5, -1.3], [2.6, 1.7, 0.4], [0.7, -0.4, 1.4], [0.1, 0.4, 0.4], [0.9, -0.3, -0.7], [-1.3, -0.2, -0.2], [0.2, 0.0, -0.4], [0.0, -0.3, 0.3], [1.1, -0.5, 0.5], [0.1, 0.0, -1.0], [-0.5, 0.4, 1.0], [-0.1, -0.1, -0.1], [-2.3, 1.7, 0.1], [0.1, 1.0, 0.1]], "homo_lumo_gap_ev": 9.27, "lumo_energy_ha": -0.0104, "max_force_ev_per_a": 4.480}

=====

Entry 2:
{"formula": "C8H5ClN2O2", "method": "ωB97M-V with the def2-TZVPD basis set", "elements": ["C", "C", "C", "C", "C", "C", "C", "C", "N", "N", "O", "O", "Cl", "H", "H", "H", "H", "H"], "positions_angstrom": [[2.306, 0.792, -1.272], [-2.671, -0.032, 0.264], [-1.842, 0.073, 1.432], [-2.088, -0.004, -0.969], [-0.413, 0.192, 1.309], [-0.659, -0.012, -1.168], [-0.006, 0.151, 0.039], [1.958, 0.302, 0.014], [2.490, 1.231, -2.313], [2.356, -1.148, 0.155], [2.178, -1.774, -0.809], [2.655, -1.535, 1.246], [2.396, 1.307, 1.308], [-3.741, -0.073, 0.289], [-2.177, 0.220, 2.451], [-2.731, -0.046, -1.961], [0.210, 0.130, 2.134], [-0.222, 0.225, -2.150]], "forces_ev_per_a": [[0.0, 0.3, -0.4], [1.2, 0.4, 2.0], [0.9, 0.6, -0.8], [0.8, -0.8, -3.9], [-4.5, -0.9, -0.7], [-1.8, 1.7, 1.2], [5.2, -0.1, -2.2], [-3.7, -0.5, -0.1], [0.1, 0.1, -0.4], [-0.5, 2.2, 2.2], [-0.1, -2.3, -3.2], [0.5, -0.4, 1.0], [0.6, 0.4, 0.6], [-0.3, 0.0, 0.5], [-0.7, -0.5, -0.2], [1.2, 0.1, 2.3], [1.1, 0.3, 1.4], [-0.1, -0.7, 0.6]], "homo_lumo_gap_ev": 9.90, "lumo_energy_ha": -0.0084, "max_force_ev_per_a": 5.691, "de_lowest_kcal_mol": 22.7}

=====

Entry 3:
{"formula": "C8H5CoN2O5", "method": "ωB97M-V with the def2-TZVPD basis set", "elements": ["O", "C", "Co", "C", "O", "C", "O", "C", "O", "C", "O", "H", "N", "C", "C", "C", "N", "H", "H", "H", "H"], "positions_angstrom": [[2.813, 2.637, -3.076], [1.988, 2.586, -2.245], [1.454, 1.117, -0.585], [1.015, -0.497, 0.576], [1.712, -1.188, 1.195], [-0.201, 2.010, -0.193], [-1.263, 1.951, 0.452], [0.772, 0.230, -1.992], [0.171, -0.232, -2.863], [2.689, 1.822, 0.508], [3.290, 2.451, 1.276], [-0.351, 2.935, -0.838], [-1.261, -0.766, 1.488], [-2.129, -1.779, 1.714], [-1.944, -2.642, 0.629], [-0.981, -2.088, -0.168], [-0.547, -0.904, 0.365], [-1.314, 0.138, 1.953], [-2.794, -1.853, 2.547], [-2.476, -3.544, 0.426], [-0.642, -2.382, -1.172]], "forces_ev_per_a": [[-4.4, -0.1, 4.3], [4.9, 0.8, -4.8], [0.6, -0.9, -0.1], [0.1, -0.4, -0.2], [-0.3, -0.2, 0.1], [-5.9, 1.9, 2.1], [3.7, -0.3, -1.7], [-3.7, -3.4, -6.0], [2.3, 1.6, 3.2], [4.9, 4.7, 5.8], [-2.5, -3.0, -3.4], [0.3, 0.1, -0.2], [-1.3, 0.3, 2.3], [1.6, 0.4, -1.7], [-0.3, -0.1, 0.1], [0.6, 0.1, -1.1], [-0.7, -1.0, -0.1], [0.3, -0.4, 0.1], [-0.2, 0.3, 0.3], [-0.2, -0.3, 0.0], [0.1, -0.2, 0.9]], "homo_lumo_gap_ev": [8.08, 6.03], "lumo_energy_ha": [-0.3317, -0.4411], "s2": 6.031, "max_force_ev_per_a": 8.920, "de_lowest_kcal_mol": 0.0, "charge": 2, "spin_multiplicity": 5}

=====

Entry 4:
{"formula": "C8H5CrF6N3O6S2", "method": "ωB97M-V with the def2-TZVPD basis set", "elements": ["Cr", "O", "N", "N", "O", "C", "C", "C", "C", "C", "C", "H", "H", "H", "H", "H", "F", "C", "F", "F", "S", "O", "O", "N", "S", "O", "O", "C", "F", "F", "F"], "positions_angstrom": [[-0.237, 0.294, 0.140], [-2.174, 0.081, -0.261], [-2.543, 0.465, -1.432], [-1.607, 0.962, -2.121], [-0.382, 1.101, -1.638], [-1.864, 1.432, -3.456], [-3.144, 1.354, -3.986], [-3.354, 1.815, -5.274], [-2.305, 2.343, -6.016], [-1.035, 2.410, -5.465], [-0.803, 1.954, -4.175], [-3.953, 0.943, -3.402], [-4.347, 1.761, -5.700], [-2.479, 2.701, -7.021], [-0.214, 2.819, -6.038], [0.178, 1.996, -3.728], [1.331, 0.588, 5.381], [0.446, 0.704, 4.404], [0.525, 1.926, 3.880], [-0.775, 0.511, 4.881], [0.776, -0.554, 3.101], [-0.265, -0.256, 2.105], [0.703, -1.823, 3.730], [2.224, -0.157, 2.651], [2.711, 0.209, 1.221], [4.074, -0.110, 1.009], [1.752, -0.206, 0.183], [2.589, 2.048, 1.125], [3.139, 2.624, 2.178], [1.283, 2.383, 1.075], [3.173, 2.479, 0.018]], "forces_ev_per_a": [[-0.3, -0.3, 0.0], [0.1, 0.2, 0.0], [0.1, 0.0, -0.1], [-0.1, 0.1, 0.1], [0.0, -0.2, -0.1], [0.0, 0.0, 0.0], [0.0, 0.0, 0.0], [0.0, 0.0, 0.0], [0.0, 0.0, 0.0], [0.0, 0.0, 0.0], [0.0, 0.0, 0.0], [0.0, 0.0, 0.0], [0.0, 0.0, 0.0], [0.0, 0.0, 0.0], [0.0, 0.0, 0.0], [0.0, 0.0, 0.0], [0.0, 0.0, 0.0], [0.0, 0.0, 0.0], [0.0, 0.0, 0.0], [0.0, 0.0, 0.0], [-0.1, 0.0, 0.0], [0.1, 0.0, 0.0], [0.0, 0.0, 0.0], [0.0, 0.0, 0.1], [-0.1, -0.1, -0.1], [0.0, 0.0, 0.0], [0.2, 0.2, 0.0], [0.0, 0.0, 0.0], [0.0, 0.0, 0.0], [0.0, 0.1, 0.1], [0.0, 0.0, 0.0]], "homo_lumo_gap_ev": [8.98, 9.20], "lumo_energy_ha": [-0.0076, -0.0138], "s2": 6.010, "max_force_ev_per_a": 0.454, "de_lowest_kcal_mol": 0.0, "spin_multiplicity": 5}

=====

Entry 5:
{"formula": "C8H5NO2", "method": "ωB97M-V with the def2-TZVPD basis set", "elements": ["O", "C", "C", "C", "C", "O", "C", "N", "C", "C", "C", "H", "H", "H", "H", "H"], "positions_angstrom": [[-0.477, 2.172, 1.830], [0.023, 1.188, 1.272], [1.258, 0.569, 1.823], [1.743, -0.634, 1.338], [1.104, -1.306, 0.221], [1.570, -2.320, -0.261], [-0.024, -0.555, -0.480], [-0.655, -0.828, -1.684], [-1.674, 0.068, -1.917], [-1.636, 0.921, -0.846], [-0.531, 0.615, 0.031], [1.809, 1.035, 2.611], [2.574, -1.109, 1.808], [-0.468, -1.659, -2.226], [-2.309, 0.103, -2.796], [-2.308, 1.739, -0.726]], "forces_ev_per_a": [[0.7, -1.4, -0.7], [-1.1, 1.9, 0.4], [1.0, -2.9, -1.4], [-1.7, 2.9, 1.6], [-0.6, 0.1, -2.7], [-0.2, -0.3, 0.2], [0.9, -0.2, 0.0], [0.6, -1.0, 0.6], [0.9, 0.2, 1.4], [0.1, 1.3, 0.4], [-1.1, -1.0, -0.7], [-0.2, 0.5, 0.4], [0.5, -0.3, 0.0], [0.1, 0.1, 0.1], [0.3, -0.3, 0.3], [-0.2, 0.5, 0.1]], "smiles": "O=C1C=CC(=O)c2[nH]ccc21", "homo_lumo_gap_ev": 7.96, "lumo_energy_ha": -0.0483, "max_force_ev_per_a": 3.708, "de_lowest_kcal_mol": 13.4}

=====

Entry 6:
{"formula": "C8H5O3S2", "method": "ωB97M-V with the def2-TZVPD basis set", "elements": ["C", "C", "C", "C", "C", "C", "C", "C", "O", "O", "O", "S", "S", "H", "H", "H", "H", "H"], "positions_angstrom": [[-1.904, 1.596, -0.197], [0.052, -0.570, -1.171], [1.168, 0.306, 0.819], [1.294, -0.472, -0.448], [-0.881, 0.782, -0.052], [0.046, 0.932, 1.022], [-0.800, -2.466, 0.894], [1.171, 0.286, -1.741], [-1.743, -1.899, 1.271], [0.207, -3.094, 0.775], [-0.247, 1.702, 2.094], [-3.057, 2.679, -0.513], [-0.920, -1.881, -1.662], [1.823, -0.027, 1.634], [2.018, -1.257, -0.345], [1.747, -0.175, -2.527], [1.164, 1.391, -1.746], [-1.138, 2.170, 1.892]], "forces_ev_per_a": [[1.0, -0.8, -0.9], [-2.2, 1.1, -0.4], [2.6, -2.3, 0.9], [0.9, 1.2, 2.2], [-1.9, 1.2, -1.5], [-1.1, 0.7, -0.2], [1.9, -1.1, -0.2], [-0.1, 0.1, -0.4], [0.0, -0.2, 0.1], [-1.8, 1.0, 0.7], [-2.2, 1.4, 0.2], [0.7, -0.9, 0.4], [0.3, 0.5, -0.8], [0.2, 0.9, -0.2], [-0.1, -0.6, -0.4], [-0.2, 0.0, -0.5], [-0.2, -0.8, 0.2], [2.2, -1.3, 0.6]], "homo_lumo_gap_ev": 6.61, "lumo_energy_ha": 0.1008, "max_force_ev_per_a": 3.607, "charge": -1}